a:
ORCA calculation (ωB97M-V with the def2-TZVPD basis set) on C7H15NO in the gas phase.

```
24
Properties=species:S:1:pos:R:3
C -0.02 1.16 1.44
C 0.03 0.29 0.47
C 1.74 0.80 -1.30
C 2.39 -0.60 0.76
C -1.29 -1.94 -0.02
C -2.77 1.00 -0.54
C 1.25 -0.23 -0.20
N -1.17 -0.46 0.00
O -2.34 0.19 0.56
H -0.83 1.39 2.04
H 0.91 1.76 1.79
H 1.73 1.88 -0.97
H 2.69 0.58 -1.57
H 0.97 0.70 -2.03
H 1.96 -0.71 1.80
H 3.08 0.16 0.74
H 2.96 -1.48 0.48
H -2.23 -2.25 -0.53
H -0.53 -2.29 -0.70
H -0.95 -2.35 1.02
H -1.87 1.17 -1.17
H -3.27 1.79 -0.17
H -3.46 0.55 -1.15
H 1.03 -1.10 -0.76
```

Summary:
Highest occupied orbital energy   -8.15 eV
Kohn-Sham gap   9.1 eV
Molecular weight   129.203 g mol⁻¹
E_LUMO   0.03551 Ha

---

b:
ORCA calculation (ωB97M-V with the def2-TZVPD basis set) on 2 unconnected molecules or ions with the total composition C7H15NO.

```
24
Properties=species:S:1:pos:R:3
C -0.48 0.67 -1.10
C -1.62 1.59 -0.68
C -1.15 -0.95 1.84
N -0.82 0.05 2.44
C -1.44 -1.90 1.01
H -0.92 0.14 3.45
H 0.20 1.40 1.35
H -0.35 0.73 -2.19
H -0.76 -0.36 -0.85
H -0.73 -2.66 0.77
H -2.41 -1.98 0.58
H -1.89 1.43 0.36
H -2.50 1.40 -1.29
H -1.33 2.64 -0.80
C 1.65 -0.25 0.01
C 1.89 -1.26 -1.11
C 0.87 1.02 -0.42
O 0.73 1.87 0.69
H 1.49 1.59 -1.12
H 2.61 0.08 0.41
H 1.10 -0.73 0.82
H 2.41 -0.79 -1.93
H 0.95 -1.66 -1.49
H 2.49 -2.08 -0.74
```

Summary:
Highest occupied orbital energy   -9.53 eV
Kohn-Sham gap   10.3 eV
Molecular weight   129.203 g mol⁻¹
E_LUMO   0.02879 Ha

---

Stability order, top to bottom: b, a

---

a:
ORCA calculation (ωB97M-V with the def2-TZVPD basis set) on 2 unconnected molecules or ions with the total composition CH5NO.

```
8
Properties=species:S:1:pos:R:3
C -1.13 -1.72 0.76
N 0.84 1.49 -0.64
O -0.52 -2.15 -0.16
H 0.92 2.19 -1.44
H -2.15 -2.07 1.03
H -0.84 -0.88 1.43
H 1.45 0.72 -0.79
H -0.20 1.13 -0.75
```

Summary:
Highest occupied orbital energy   -10.11 eV
Kohn-Sham gap   10.9 eV
Molecular weight   47.057 g mol⁻¹
E_LUMO   0.02908 Ha

---

b:
ORCA calculation (ωB97M-V with the def2-TZVPD basis set) on CH5NO in the gas phase.

```
8
Properties=species:S:1:pos:R:3
N -0.24 -0.87 0.29
C -0.09 0.54 -0.01
O 0.93 0.74 -0.99
H -1.15 -1.24 0.07
H 0.00 -1.10 1.24
H -1.01 0.94 -0.45
H 0.17 1.09 0.89
H 1.40 -0.10 -1.04
```

Summary:
Highest occupied orbital energy   -10.06 eV
Kohn-Sham gap   11.1 eV
Molecular weight   47.057 g mol⁻¹
E_LUMO   0.03812 Ha

---

Stability order, top to bottom: b, a

---

a:
ORCA calculation (ωB97M-V with the def2-TZVPD basis set) on C6H13N in the gas phase.

```
20
Properties=species:S:1:pos:R:3
C -1.02 2.28 0.59
C -0.54 0.80 0.77
N -0.77 -0.83 -0.59
C -0.84 -2.30 -0.39
C 0.36 -0.11 -0.12
C 1.44 -0.88 0.65
C 0.77 0.86 -1.21
H -2.03 2.37 0.18
H -1.09 2.79 1.57
H -0.39 2.95 -0.01
H -0.98 0.36 1.65
H -0.39 -2.80 -1.28
H -0.33 -2.76 0.47
H -1.88 -2.64 -0.39
H 2.14 -0.17 1.09
H 0.98 -1.45 1.46
H 2.02 -1.60 0.05
H -0.16 1.39 -1.41
H 1.09 0.42 -2.15
H 1.50 1.55 -0.79
```

Summary:
Highest occupied orbital energy (alpha / beta)   -7.82 / -8.37 eV
Kohn-Sham gap (alpha / beta)   8.4 / 9.1 eV
Molecular weight   99.177 g mol⁻¹
E_LUMO (alpha / beta)   0.02240 / 0.02613 Ha

---

b:
ORCA calculation (ωB97M-V with the def2-TZVPD basis set) on C6H13N in the gas phase.

```
20
Properties=species:S:1:pos:R:3
C 1.41 -0.31 1.33
C 1.50 0.35 -0.04
C 0.50 -0.31 -1.03
C -0.91 0.26 -0.94
C -1.72 -0.02 0.10
C -3.18 0.30 0.24
N 2.87 0.45 -0.58
H 1.72 -1.36 1.22
H 1.85 0.23 2.17
H 0.35 -0.24 1.57
H 1.19 1.40 -0.05
H 0.40 -1.37 -0.80
H 0.83 -0.10 -2.05
H -1.49 0.47 -1.83
H -1.34 -0.91 0.60
H -3.35 0.23 1.33
H -3.46 1.32 -0.09
H -3.80 -0.47 -0.24
H 3.51 0.46 0.20
H 3.10 -0.38 -1.13
```

Summary:
Highest occupied orbital energy   -8.88 eV
Kohn-Sham gap   10.1 eV
Molecular weight   99.177 g mol⁻¹
E_LUMO   0.04312 Ha

---

Stability order, top to bottom: b, a

---

a:
ORCA calculation (ωB97M-V with the def2-TZVPD basis set) on C6H13N in the gas phase.

```
20
Properties=species:S:1:pos:R:3
C 0.36 -0.45 0.70
C 0.36 1.85 -0.24
C -1.10 -0.67 1.08
C -1.01 2.30 -0.71
N 0.69 0.24 -0.46
C 1.08 -1.99 0.38
C 1.27 -2.57 -0.79
H 0.10 -0.07 -1.23
H 0.93 -0.05 1.55
H 1.15 2.32 -0.83
H 0.54 2.10 0.81
H 1.33 -2.52 1.30
H -1.17 -1.44 1.85
H -1.53 0.25 1.49
H -1.68 -0.98 0.22
H -1.81 1.89 -0.10
H -1.17 2.00 -1.75
H -1.09 3.39 -0.67
H 1.02 -2.05 -1.70
H 1.72 -3.55 -0.88
```

Summary:
Highest occupied orbital energy   -8.73 eV
Kohn-Sham gap   9.9 eV
Molecular weight   99.177 g mol⁻¹
E_LUMO   0.04187 Ha

---

b:
ORCA calculation (ωB97M-V with the def2-TZVPD basis set) on C6H13N in the gas phase.

```
20
Properties=species:S:1:pos:R:3
C 2.44 0.73 0.08
C 1.34 -0.30 0.36
C 0.10 -0.01 -0.51
C -1.26 -0.45 0.10
C -3.56 0.60 -0.35
C -2.36 0.61 0.21
N 1.84 -1.68 0.09
H 2.13 1.76 0.23
H 3.31 0.53 0.71
H 2.72 0.67 -0.98
H 1.07 -0.07 1.40
H 0.06 1.04 -0.77
H 0.15 -0.60 -1.43
H -1.14 -0.66 1.17
H -1.67 -1.33 -0.38
H -4.25 1.39 -0.08
H -3.71 -0.02 -1.23
H -1.94 1.48 0.72
H 2.77 -1.51 -0.28
H 1.95 -2.20 0.94
```

Summary:
Highest occupied orbital energy   -9.26 eV
Kohn-Sham gap   10.3 eV
Molecular weight   99.177 g mol⁻¹
E_LUMO   0.03964 Ha

---

c:
ORCA calculation (ωB97M-V with the def2-TZVPD basis set) on C6H13N in the gas phase.

```
20
Properties=species:S:1:pos:R:3
C 1.20 -1.61 -0.04
C -0.31 -1.69 -0.01
C -1.02 -0.46 -0.64
C -0.67 2.94 1.21
C -0.71 1.48 0.87
C -0.39 0.89 -0.28
N 1.77 -2.17 -1.30
H 1.70 -2.10 0.79
H 1.53 -0.58 0.14
H -0.71 -1.85 0.98
H -0.57 -2.54 -0.65
H -2.08 -0.35 -0.42
H -0.87 -0.54 -1.72
H 0.30 3.36 0.92
H -0.70 3.12 2.29
H -1.46 3.51 0.75
H -1.21 0.84 1.59
H 0.42 1.20 -0.93
H 1.17 -1.85 -2.05
H 2.61 -1.62 -1.48
```

Summary:
Highest occupied orbital energy   -8.94 eV
Kohn-Sham gap   10.0 eV
Molecular weight   99.177 g mol⁻¹
E_LUMO   0.04051 Ha

---

Stability order, top to bottom: b, c, a